Entry 1:
The following is a quantum chemistry calculation of C6H14BrI2N as an isolated structure in a non-equilibrium geometry, from OMol25.

## Properties
lowest unoccupied orbital energy: -0.81 eV
Kohn-Sham gap: 6.471 eV

The geometry in XYZ format:
```
24
C6H14BrI2N (ωB97M-V with the def2-TZVPD basis set)
C -2.585 -0.087 0.882
C -2.053 1.055 -0.012
C -0.602 1.401 0.274
I -0.331 3.544 0.295
N 0.338 0.866 -0.747
C 0.280 -0.630 -1.013
C 1.586 -1.205 -0.571
C 1.737 -1.187 0.950
I 2.215 -3.097 1.757
H -3.601 0.108 1.190
H -2.596 -1.013 0.323
H -1.948 -0.223 1.744
H -2.676 1.917 0.156
H -2.136 0.765 -1.054
H -0.260 1.087 1.245
H 1.303 1.075 -0.456
H 0.210 1.387 -1.612
H 0.161 -0.753 -2.081
H -0.567 -1.105 -0.532
H 2.476 -0.564 -1.070
H 1.588 -2.237 -0.896
H 2.569 -0.546 1.213
H 0.839 -0.847 1.453
Br 4.054 0.290 -1.436
```

=====

Entry 2:
The following is a quantum chemistry calculation of a 2-piece molecular cluster, C6H14BrN2 overall in a non-equilibrium geometry, from OMol25.

## Properties
lowest unoccupied orbital energy (spin up / spin down): -4.44 / -4.44 eV
charge: +1
Kohn-Sham gap (spin up / spin down): 8.457 / 8.456 eV

The geometry in XYZ format:
```
23
C6H14BrN2 (ωB97M-V with the def2-TZVPD basis set)
C -0.006 -0.179 0.211
C 2.835 -1.019 1.432
C -1.256 0.462 -2.635
C -2.695 0.573 -0.474
C 1.900 0.155 1.817
C -1.563 1.085 -1.284
N -0.325 -1.413 0.388
N 0.894 0.488 0.850
Br -0.770 2.743 -0.963
H 3.298 -0.700 0.522
H 3.543 -1.118 2.286
H 2.387 -1.978 1.299
H -1.668 1.191 -3.302
H -1.696 -0.454 -2.675
H -0.271 0.279 -2.754
H -3.613 0.983 -0.874
H -2.734 0.953 0.502
H -2.696 -0.456 -0.490
H 2.592 0.966 1.817
H 1.524 -0.076 2.926
H -1.011 -1.909 -0.055
H 0.442 -2.057 0.804
H 0.887 1.483 0.651
```

=====

> Number 1 is which compound?

C6H14BrI2N

=====

> Number 2 is which compound?

C6H14BrN2